[1]
The following is a DFT calculation (ωB97M-V/def2-TZVPD) of a cluster of 10 separate species, C40H57N10O14 in total in a non-equilibrium geometry.

Properties
**Multiplicity**: 1
**Orbital gap**: 7.923 eV
**F_max**: 9.71 eV/Å
**Total charge**: +1

The geometry in XYZ format:
```
121
C40H57N10O14 | the Open Molecules 2025 dataset | ωB97M-V/def2-TZVPD
C -2.5610 -0.6521 2.8869
C -2.2339 -1.3599 1.5690
N -1.5539 -0.4519 0.5680
C -2.2530 0.4020 -0.2249
C -1.3296 1.2869 -0.7635
N -0.0995 0.9112 -0.3906
C -0.1941 -0.1582 0.4799
C 1.0118 1.6370 -0.9183
H -2.8546 0.3850 2.7246
H -1.5817 -0.3867 3.2852
H -3.2834 -1.1361 3.5442
H -3.1571 -1.6821 1.0873
H -1.6476 -2.2541 1.7803
H -3.3315 0.4019 -0.2802
H -1.5276 2.1653 -1.3598
H 0.6707 -0.6381 0.9138
H 1.8690 1.0187 -0.6515
H 1.1807 2.6225 -0.4843
H 0.9513 1.6797 -2.0058
C -0.1181 -0.1898 7.1595
C -0.8073 1.0396 7.2336
C -2.1843 1.0589 6.8545
C -2.8746 -0.1128 6.5499
C -2.1839 -1.3240 6.4862
C -0.7507 -1.3443 6.7772
O -0.1411 -2.5055 6.4722
O -2.7611 2.2930 6.6900
H 0.9370 -0.3017 7.3608
H -0.2546 1.9375 7.4675
H -3.8979 0.0246 6.2330
H -2.8841 -2.0037 6.0233
H 0.2213 -2.9396 7.2480
H -3.4954 2.2743 6.0720
C -4.9809 3.5561 -2.4521
C -5.2819 2.2285 -2.4617
C -4.3849 1.3404 -2.9516
C -3.1692 1.7569 -3.4838
C -2.9337 3.0866 -3.6675
C -3.8492 4.0624 -3.1474
O -3.7340 5.3742 -3.3028
O -4.6660 0.0034 -2.9820
H -5.8035 4.1617 -2.1017
H -6.2509 1.9326 -2.0875
H -2.4972 1.0757 -3.9846
H -2.1516 3.4780 -4.3013
H -3.0949 5.5045 -4.0072
H -4.7624 -0.5755 -3.7418
C 0.4375 -4.5496 3.9716
C 0.2573 -5.8652 3.4379
C 0.3389 -6.0495 2.0702
C 0.8581 -5.0562 1.2588
C 0.9997 -3.7977 1.7546
C 0.7335 -3.4971 3.0805
O 0.5552 -2.2662 3.5615
O 0.0396 -7.3063 1.5331
H 0.0589 -4.2948 4.9504
H -0.0703 -6.7366 3.9856
H 1.0043 -5.3900 0.2421
H 1.3339 -3.0910 1.0095
H 0.2002 -2.2563 4.4535
H -0.6202 -7.1306 0.8583
C 6.2126 -1.6470 -1.9440
C 4.9372 -1.1675 -1.6204
C 3.8209 -1.5111 -2.3610
C 3.9367 -2.3346 -3.4880
C 5.2576 -2.7756 -3.7440
C 6.3637 -2.4567 -3.0287
O 7.5218 -3.0739 -3.4684
O 2.6230 -1.2328 -1.7161
H 7.0399 -1.2906 -1.3481
H 4.7249 -0.4756 -0.8188
H 3.0972 -2.7549 -4.0217
H 5.3727 -3.6301 -4.3943
H 7.2580 -3.1941 -4.3836
H 1.9926 -1.2305 -2.4401
C -0.5293 -4.2080 -1.7558
C 0.2275 -3.2480 -2.4039
C -0.2804 -2.0890 -2.9008
C -1.6655 -1.8307 -2.8440
C -2.4445 -2.7533 -2.0887
C -1.8574 -3.8757 -1.4853
O -2.6785 -4.8197 -0.9372
O 0.6661 -1.2822 -3.4605
H -0.3120 -5.2378 -1.5137
H 1.2624 -3.4278 -2.6553
H -2.1170 -0.9876 -3.3457
H -3.4375 -2.3652 -1.9156
H -2.1485 -5.5723 -0.6646
H 0.4035 -0.4624 -3.8855
C 1.0386 2.0797 3.1691
O 1.6871 1.7408 2.2712
N 0.0113 2.8593 3.0949
N 1.1143 1.6478 4.3301
H -0.7062 2.8900 3.8050
H -0.1296 3.3426 2.2192
H 0.3347 1.7423 4.9652
H 1.7482 0.8839 4.5165
C -0.4929 5.3181 -0.1022
O -0.9237 4.2854 0.2542
N 0.7110 5.7284 0.1938
N -1.0617 5.9327 -1.0728
H 1.3596 5.2027 0.7622
H 1.0510 6.2780 -0.5823
H -0.5590 6.7015 -1.4928
H -2.0245 5.6866 -1.2532
C 4.2711 3.2528 -0.4573
O 3.4761 4.2026 -0.5531
N 5.2654 3.0567 -1.2422
N 4.1975 2.2988 0.3640
H 6.0443 2.4255 -1.1195
H 5.3223 3.7103 -2.0100
H 4.9346 1.6086 0.3855
H 3.3883 2.4083 0.9583
C 0.0699 1.6534 -5.5951
O 0.1279 1.2147 -4.4610
N -0.1618 0.8969 -6.6436
N 0.0660 2.8370 -5.9447
H -0.0558 -0.0983 -6.5075
H -0.5411 1.3125 -7.4824
H -0.0087 3.4286 -5.1296
H -0.2484 3.0109 -6.8887
```

[2]
The following is a DFT calculation (ωB97M-V/def2-TZVPD) of a structure of composition C40H58AsCl2N8Si.

Properties
**Multiplicity**: 1
**Orbital gap**: 5.951 eV
**F_max**: 0.82 eV/Å
**Total charge**: -1

The geometry in XYZ format:
```
110
C40H58AsCl2N8Si | the Open Molecules 2025 dataset | ωB97M-V/def2-TZVPD
C 2.3195 -3.0219 -2.2311
C 1.8573 -3.2908 -1.0149
As 2.6892 -2.7000 0.7491
C 2.3161 -0.6101 0.3112
Cl 3.6248 0.1931 -0.5075
C 1.2005 0.0514 0.5791
C 0.0231 -0.5841 1.2658
Cl 0.9448 1.7550 0.1296
Si 3.1148 -5.0556 1.1931
C 3.8576 -5.9941 -0.2610
C 4.1839 -5.2583 2.7354
C 1.4419 -5.8822 1.5744
H 2.9169 -2.1327 -2.4191
H 2.1436 -3.6743 -3.0861
H 0.9721 -3.9251 -0.8962
H 1.2458 -2.8786 1.4084
H 3.3253 -2.2248 2.1397
H 4.0942 -2.5232 0.0388
H 0.3630 -1.1440 2.1320
H -0.4733 -1.2584 0.5641
H -0.7101 0.1672 1.5589
H 3.1723 -6.0073 -1.1086
H 4.0509 -7.0359 0.0207
H 4.8121 -5.5748 -0.5863
H 4.1141 -6.2779 3.1241
H 5.2385 -5.0606 2.5313
H 3.8425 -4.5553 3.4975
H 0.6385 -5.1411 1.5842
H 1.4561 -6.3761 2.5503
H 1.2052 -6.6555 0.8389
N -2.3016 1.2324 -1.8727
C -1.3775 0.2323 -1.7996
C -2.0202 -0.9491 -2.0570
C -3.3907 -0.6469 -2.2973
C -3.5320 0.7105 -2.1776
H -2.0929 2.2016 -1.7174
H -0.3496 0.4448 -1.5675
H -1.5499 -1.9193 -2.0578
H -4.1808 -1.3437 -2.5260
H -4.4006 1.3391 -2.2818
N -5.5080 4.1846 -1.9792
C -6.3254 3.8373 -3.0193
C -7.3987 4.6875 -3.0088
C -7.2183 5.5840 -1.9197
C -6.0417 5.2479 -1.3051
H -4.6465 3.7276 -1.7446
H -6.0757 3.0204 -3.6748
H -8.2212 4.6698 -3.7040
H -7.8768 6.3831 -1.6227
H -5.5424 5.6720 -0.4511
N 1.5473 5.9473 0.7401
C 1.3831 7.1830 1.3137
C 0.2104 7.1616 2.0214
C -0.3475 5.8618 1.8758
C 0.5014 5.1377 1.0810
H 2.3122 5.6612 0.1542
H 2.1097 7.9670 1.1746
H -0.1984 7.9845 2.5840
H -1.2655 5.4996 2.3073
H 0.4666 4.1222 0.7246
N 5.0634 6.7763 0.2368
C 5.6854 5.6345 -0.1940
C 6.7633 6.0085 -0.9502
C 6.7981 7.4309 -0.9702
C 5.7338 7.8748 -0.2327
H 4.2474 6.8091 0.8211
H 5.3147 4.6596 0.0751
H 7.4550 5.3367 -1.4300
H 7.5223 8.0543 -1.4676
H 5.4020 8.8709 0.0069
N -2.0295 -3.5701 2.6243
C -3.0095 -4.5180 2.7227
C -3.1031 -4.8910 4.0397
C -2.1441 -4.1295 4.7611
C -1.5000 -3.3238 3.8575
H -1.7383 -3.1182 1.7740
H -3.5518 -4.8455 1.8509
H -3.7800 -5.6292 4.4373
H -1.9466 -4.1714 5.8192
H -0.7096 -2.6038 3.9831
N -2.1556 -7.7054 2.4565
C -1.5817 -8.5895 3.3213
C -2.0202 -9.8475 2.9935
C -2.8927 -9.7110 1.8795
C -2.9514 -8.3751 1.5730
H -2.0157 -6.7076 2.4701
H -0.9121 -8.2512 4.0935
H -1.7447 -10.7611 3.4938
H -3.4140 -10.4997 1.3625
H -3.4903 -7.8503 0.8022
N -2.1192 -4.3280 -3.5474
C -1.4055 -5.1093 -2.6826
C -1.7201 -6.4173 -2.9426
C -2.6580 -6.4223 -4.0120
C -2.8815 -5.1167 -4.3637
H -2.0864 -3.3243 -3.5819
H -0.7347 -4.6728 -1.9624
H -1.3191 -7.2736 -2.4260
H -3.1137 -7.2845 -4.4700
H -3.5150 -4.6854 -5.1199
N 1.8103 9.7391 -0.9341
C 1.0931 10.8503 -0.5882
C 1.8454 11.9502 -0.9095
C 3.0670 11.4806 -1.4692
C 3.0113 10.1121 -1.4641
H 1.5058 8.7896 -0.8102
H 0.1144 10.7643 -0.1483
H 1.5538 12.9764 -0.7597
H 3.8889 12.0768 -1.8287
H 3.7188 9.3722 -1.7995
```